No. 1
Density functional theory data (the ωB97M-V functional and the def2-TZVPD basis) for a structure of composition C26H15Br2CdF2N7O2S2.

Properties
* relative energy (zero: lowest compared OMol25 entry of this formula, charge and spin): 0.00 kcal per mole
* total charge: -2
* spin multiplicity: 1
* total energy: -7845.5769 Ha
* orbital gap: 5.39 eV

Last column: Löwdin charge in e.
Positions of all 57 atoms, in Å:
Cd -0.0702 0.0061 -0.6528  1.26
Br 6.5961 2.6663 0.1392  0.71
C 4.8220 2.0340 -0.1084  -0.67
C 4.5629 1.0521 -1.0404  -0.08
C 3.2491 0.6113 -1.1496  -0.14
N 2.2576 1.0988 -0.4218  0.09
C 2.5167 2.0748 0.4425  -0.20
C 3.8030 2.5676 0.6537  -0.07
C 1.3530 2.6285 1.1965  -0.19
C 1.4163 3.8692 1.8327  -0.06
C 0.3034 4.2800 2.5358  -0.67
Br 0.3269 5.9655 3.4123  0.71
C -0.8269 3.4876 2.6048  -0.10
C -0.7916 2.2824 1.9163  -0.12
N 0.2612 1.8739 1.2285  0.08
H 5.3433 0.6223 -1.6494  0.10
H 2.9886 -0.1691 -1.8476  0.06
H 4.0077 3.3212 1.3980  0.10
H 2.2891 4.4996 1.7640  0.10
H -1.7053 3.7952 3.1521  0.10
H -1.6479 1.6186 1.9061  0.11
S 0.2495 -1.4641 1.6055  0.44
C 1.5578 -2.4825 1.1250  -1.23
S 2.1466 -2.5034 -0.4893  0.45
C 2.1637 -3.3037 2.0898  -0.45
C 3.2372 -4.1790 1.7846  -0.32
N 4.1119 -4.9135 1.6065  0.09
C 1.7470 -3.3230 3.4457  -0.32
N 1.4526 -3.3796 4.5622  0.09
F -4.6242 3.1549 -0.9333  0.01
C -4.1529 1.8765 -0.8136  -0.29
C -2.7937 1.6446 -0.7987  -0.10
C -2.2979 0.3427 -0.6612  -0.16
C -3.2263 -0.7031 -0.5583  -0.18
C -4.5829 -0.4195 -0.5908  -0.23
F -5.5034 -1.4320 -0.5085  0.02
C -5.0868 0.8598 -0.7164  0.03
C -2.7177 -2.0818 -0.3402  -0.28
C -3.2521 -2.9118 0.6435  -0.03
C -2.6416 -4.1231 0.9032  -0.08
C -1.5218 -4.4840 0.1714  -0.07
C -1.0745 -3.6090 -0.8040  -0.20
N -1.6598 -2.4453 -1.0681  0.08
H -2.1194 2.4824 -0.9350  0.09
H -6.1496 1.0466 -0.7492  0.11
H -4.1000 -2.5813 1.2273  0.11
H -3.0154 -4.7638 1.6923  0.10
H -0.9870 -5.4026 0.3669  0.10
H -0.1785 -3.8281 -1.3723  0.06
N 0.4154 -0.7676 -2.8755  -0.07
N 0.8904 0.2543 -3.7199  -0.05
C 0.5041 1.6113 -3.4057  -0.79
O 0.6220 2.3989 -4.3507  -0.06
O 0.1464 1.8288 -2.2258  -0.14
H 1.0958 -1.5116 -2.7629  0.01
H -0.4876 -1.1550 -3.1442  0.07
H 0.7776 0.0821 -4.7129  0.11

Atoms 1-3, force components in eV/Å:
Cd -0.017 -0.273 0.281
Br -0.009 -0.007 -0.004
C 0.012 -0.045 -0.046

---

No. 2
Density functional theory data (the ωB97M-V functional and the def2-TZVPD basis) for a structure of composition C26H15BrF12N2O4Y.

Properties
* relative energy (zero: lowest compared OMol25 entry of this formula, charge and spin): 1.02 kcal per mole
* total charge: -1
* spin multiplicity: 1
* total energy: -5221.3849 Ha
* orbital gap: 6.58 eV

Last column: Löwdin charge in e.
Positions of all 61 atoms, in Å:
Y 0.5912 -0.1750 -0.6456  1.70
C 3.9482 -3.0429 5.2101  -0.07
C 2.9512 -2.5715 4.1865  -0.29
C 1.6075 -2.8987 4.2506  -0.06
C 0.7174 -2.4219 3.3120  -0.03
C 1.0769 -1.5658 2.2481  -0.22
N 0.1193 -1.1369 1.3563  -0.07
C -1.2534 -1.3095 1.5986  -0.24
C -1.7803 -0.8274 2.8087  -0.04
C -3.1149 -0.9153 3.1412  -0.05
C -4.0189 -1.4892 2.2591  -0.28
C -5.4847 -1.5973 2.5793  -0.06
C -3.5255 -1.9431 1.0462  0.01
C -2.1832 -1.8630 0.6745  -0.05
C -1.7599 -2.4065 -0.7087  -0.35
O -0.7984 -1.6560 -1.3053  -0.24
C -2.9285 -2.4328 -1.7397  -0.55
F -3.5194 -1.2288 -1.8021  0.15
F -2.4684 -2.7080 -2.9656  0.15
F -3.9047 -3.3391 -1.5081  0.12
C -1.2359 -3.8543 -0.5011  -0.54
F -0.8093 -4.4124 -1.6450  0.15
F -0.2024 -3.8624 0.3493  0.16
F -2.1722 -4.6781 0.0124  0.14
C 2.4896 -1.2945 2.1307  -0.04
C 3.3476 -1.7957 3.1060  0.00
C 3.1288 -0.5332 0.9373  -0.37
O 2.3538 0.4646 0.4367  -0.23
C 3.3557 -1.5656 -0.2240  -0.52
F 2.1574 -2.2127 -0.4413  0.09
F 4.2649 -2.5112 -0.0182  0.18
F 3.6195 -0.9746 -1.4035  0.15
C 4.5038 0.1257 1.2562  -0.55
F 5.5316 -0.7276 1.4742  0.12
F 4.4172 0.9181 2.3313  0.16
F 4.8905 0.8935 0.2263  0.15
H 3.4730 -3.7036 5.9367  0.07
H 4.3859 -2.2069 5.7615  0.07
H 4.7718 -3.5936 4.7497  0.07
H 1.2416 -3.5462 5.0411  0.10
H -0.3170 -2.7241 3.3868  0.10
H -1.0835 -0.3741 3.5026  0.12
H -3.4564 -0.5298 4.0960  0.11
H -5.6710 -1.3892 3.6333  0.07
H -5.8651 -2.5969 2.3618  0.08
H -6.0742 -0.8899 1.9914  0.08
H -4.2356 -2.3880 0.3657  0.11
H 4.4040 -1.5873 3.0303  0.11
Br -1.5883 6.4781 -4.0295  0.72
C -0.7631 4.8053 -4.3554  -0.67
C -0.3111 4.5065 -5.6325  -0.20
N 0.2802 3.3567 -5.9305  0.07
C 0.4454 2.4708 -4.9528  -0.07
C 0.0185 2.6876 -3.6485  -0.10
C -0.6092 3.8849 -3.3377  -0.04
C 0.2348 1.6440 -2.5943  -0.61
O -0.3609 1.7831 -1.4833  -0.09
O 0.9985 0.6819 -2.8489  -0.06
H -0.4330 5.2240 -6.4358  0.10
H 0.9372 1.5393 -5.2017  0.12
H -0.9581 4.0694 -2.3314  0.12

Atoms 1-3, force components in eV/Å:
Y -0.337 0.072 -0.157
C 0.012 -0.020 0.022
C 0.018 0.031 -0.048

---

No. 3
Density functional theory data (the ωB97M-V functional and the def2-TZVPD basis) for a structure of composition C26H16BrN3O3Ru in a non-equilibrium geometry.

Properties
* relative energy (zero: lowest compared OMol25 entry of this formula, charge and spin): 4.76 kcal per mole
* total charge: +1
* spin multiplicity: 6
* total energy: -4059.0402 Ha
* orbital gap (alpha / beta): 5.75 / 5.14 eV

Last column: Löwdin charge in e.
Positions of all 50 atoms, in Å:
Ru 0.5777 -1.0571 -1.1839  1.58
Br -4.3333 -4.3579 3.3974  0.86
C -3.3476 -3.5447 2.0025  -0.63
C -3.8797 -3.4891 0.7139  -0.10
C -3.1375 -2.9145 -0.2965  0.05
C -1.8522 -2.3783 -0.0663  -0.30
O -1.1964 -1.8501 -1.0321  -0.13
C -1.3036 -2.4366 1.2791  -0.12
C -0.0276 -1.9447 1.6166  -0.08
N 0.8529 -1.3426 0.7989  -0.13
C 2.0214 -0.8189 1.2882  -0.23
C 2.4173 -0.6905 2.6336  0.00
C 3.6211 -0.0855 2.9493  -0.06
C 4.4800 0.3876 1.9733  -0.02
C 4.1365 0.2810 0.6146  -0.14
C 4.9370 0.7499 -0.4473  0.04
C 4.4790 0.6306 -1.7422  -0.02
C 3.2338 0.0658 -1.9880  -0.07
N 2.4482 -0.3804 -0.9974  -0.06
C 2.8884 -0.3019 0.2806  -0.15
C -2.0909 -3.0250 2.2820  -0.05
H -4.8566 -3.8978 0.5091  0.11
H -3.5288 -2.8659 -1.3011  0.14
H 0.2750 -2.0755 2.6482  0.11
H 1.7850 -1.0302 3.4361  0.10
H 3.8884 0.0286 3.9877  0.12
H 5.4050 0.8717 2.2390  0.12
H 5.8957 1.1928 -0.2308  0.13
H 5.0730 0.9752 -2.5725  0.12
H 2.8512 -0.0412 -2.9946  0.12
H -1.7050 -3.0755 3.2880  0.12
O -0.1737 0.2572 -5.0037  0.13
C -0.1294 0.0882 -3.8105  -0.58
O 0.5087 -0.8069 -3.1655  -0.16
C -0.8930 1.0581 -2.8840  -0.16
C -1.8341 1.9695 -3.3830  0.03
C -2.4791 2.7946 -2.4964  0.03
C -2.1963 2.6985 -1.1179  -0.14
C -2.8290 3.4816 -0.1306  -0.01
C -2.5110 3.3223 1.1901  -0.06
C -1.5436 2.3852 1.5895  -0.05
C -0.8953 1.6212 0.6606  -0.01
C -1.2162 1.7499 -0.7042  -0.20
N -0.5926 0.9729 -1.6097  0.09
H -2.0213 1.9950 -4.4440  0.13
H -3.2050 3.5206 -2.8363  0.13
H -3.5681 4.2015 -0.4468  0.12
H -2.9944 3.9265 1.9394  0.11
H -1.3089 2.2750 2.6365  0.11
H -0.1239 0.9089 0.9333  0.09

Atoms 1-3, force components in eV/Å:
Ru -0.540 0.418 -0.950
Br 0.417 0.370 -0.597
C -0.965 -0.483 -0.012

---

No. 4
Density functional theory data (the ωB97M-V functional and the def2-TZVPD basis) for a structure of composition C26H16Cl5FN5O2RhSeSi.

Properties
* relative energy (zero: lowest compared OMol25 entry of this formula, charge and spin): 31.61 kcal per mole
* total charge: -2
* spin multiplicity: 5
* total energy: -6627.1515 Ha
* orbital gap (alpha / beta): 5.78 / 5.91 eV

Last column: Löwdin charge in e.
Positions of all 58 atoms, in Å:
Rh -1.1346 -0.9638 -0.7104  0.46
N -2.0185 0.9162 -1.6053  0.10
C -2.5809 1.9295 -1.6109  -0.18
C -3.2807 3.1302 -1.7013  -0.30
C -2.6167 4.3672 -1.7908  -0.28
N -2.1145 5.4067 -1.8760  0.09
C -4.6875 3.1369 -1.7831  -0.28
N -5.8407 3.1836 -1.8587  0.09
Se 0.4850 -3.0095 -0.5868  0.87
C 1.6304 -3.2520 0.7776  -0.74
N 2.3589 -3.4651 1.6520  0.05
F -6.1354 -5.0209 -1.0753  0.02
C -5.0648 -4.2607 -1.4326  -0.29
C -3.8024 -4.8232 -1.4007  -0.03
C -2.7264 -4.0614 -1.8024  -0.08
C -2.8784 -2.7215 -2.2307  -0.35
C -1.7560 -1.9474 -2.6834  -0.18
C -4.1892 -2.1947 -2.2261  -0.08
C -5.2708 -2.9542 -1.8310  -0.05
H -3.6745 -5.8404 -1.0545  0.11
H -1.7335 -4.4937 -1.7885  0.07
H -1.9761 -1.1031 -3.3267  0.04
H -0.8819 -2.5163 -2.9927  0.03
H -4.3410 -1.1684 -2.5366  0.11
H -6.2696 -2.5390 -1.8167  0.11
Cl 1.6821 0.3530 2.8301  0.77
C 1.2686 1.9039 2.1893  -0.56
C -0.0601 2.2859 2.1675  -0.11
C -0.4144 3.5699 1.7921  -0.08
C 0.5696 4.4930 1.4761  -0.12
C 1.8911 4.0934 1.4906  -0.58
Cl 3.1324 5.2755 1.1395  0.66
C 2.2870 2.7818 1.7887  -0.31
N 3.6210 2.4284 1.7596  0.05
C 4.2009 1.1646 1.5186  -0.26
C 5.1662 0.7421 2.4328  -0.06
C 5.8580 -0.4404 2.2573  -0.11
C 5.5818 -1.2290 1.1537  -0.10
C 4.6484 -0.8048 0.2255  -0.04
C 3.9521 0.3967 0.3628  -0.15
C 3.0501 0.8141 -0.7891  -0.03
C 1.8819 -0.1792 -1.0970  -0.65
O 2.1957 -1.2806 -1.5942  -0.12
O 0.7195 0.2479 -0.8668  -0.14
H -0.8129 1.5688 2.4663  0.02
H -1.4517 3.8671 1.7585  0.11
H 0.3149 5.5083 1.2073  0.10
H 4.2617 3.1686 1.9832  0.09
H 5.3522 1.3579 3.3055  0.11
H 6.5920 -0.7535 2.9897  0.09
H 6.0932 -2.1714 1.0084  0.10
H 4.4300 -1.4167 -0.6389  0.11
H 3.6661 0.8169 -1.6902  0.12
H 2.6132 1.7976 -0.6482  0.11
Cl -2.3110 -0.3709 3.1591  0.10
Si -2.4502 -1.3269 1.2523  -0.59
Cl -4.5488 -1.0351 0.9737  0.10
Cl -2.4805 -3.3618 1.9277  0.06

Atoms 1-3, force components in eV/Å:
Rh 0.073 0.007 -0.476
N -0.295 0.439 0.260
C 0.159 -0.358 -0.230

---

No. 5
Density functional theory data (the ωB97M-V functional and the def2-TZVPD basis) for a structure of composition C26H16F15GeN3PdS6.

Properties
* relative energy (zero: lowest compared OMol25 entry of this formula, charge and spin): 0.00 kcal per mole
* total charge: +2
* spin multiplicity: 1
* total energy: -7255.9563 Ha
* orbital gap: 5.08 eV

Last column: Löwdin charge in e.
Positions of all 68 atoms, in Å:
Pd 1.5406 -1.5934 0.1919  0.63
N 1.9279 -0.9569 -1.7529  -0.05
C 3.3797 -0.6507 -1.5938  -0.20
C 4.1218 -1.9022 -1.1456  -0.15
N 3.3506 -2.6393 -0.0944  -0.15
C 3.9379 -2.8315 1.2616  -0.17
C 3.5446 -1.7014 2.1902  -0.19
N 2.0579 -1.5775 2.2056  -0.07
H 1.7548 -1.6072 -2.5156  0.12
H 1.4155 -0.1126 -1.9837  0.06
H 3.4487 0.1266 -0.8307  0.10
H 3.8155 -0.2560 -2.5136  0.13
H 5.1235 -1.6526 -0.7956  0.13
H 4.2387 -2.5780 -1.9939  0.13
H 3.1720 -3.5650 -0.4654  0.12
H 5.0201 -2.9638 1.2172  0.14
H 3.5089 -3.7576 1.6492  0.13
H 3.9392 -0.7480 1.8357  0.12
H 3.9432 -1.8736 3.1905  0.13
H 1.7811 -0.6611 2.5507  0.06
H 1.6111 -2.2625 2.8081  0.11
F -2.8249 3.5357 -1.0295  0.12
C -2.5895 2.6353 -1.9868  -0.21
C -1.6562 1.6286 -1.7822  -0.14
C -1.4428 0.7854 -2.8545  -0.24
F -0.4920 -0.1786 -2.7699  0.01
C -2.1249 0.8750 -4.0500  -0.16
F -1.8830 0.0156 -5.0344  0.14
C -3.0704 1.8762 -4.2055  -0.13
F -3.7437 1.9799 -5.3349  0.17
C -3.2994 2.7678 -3.1696  -0.13
F -4.1883 3.7352 -3.3166  0.16
Ge -0.7298 1.4529 -0.0596  0.76
S -0.4540 -0.6073 0.6742  0.29
C -1.9433 2.1240 1.3068  -0.17
C -1.6506 3.1517 2.1842  -0.20
F -0.4684 3.7760 2.1127  0.11
C -2.5476 3.5725 3.1520  -0.13
F -2.2371 4.5579 3.9793  0.16
C -3.7807 2.9465 3.2509  -0.12
F -4.6460 3.3294 4.1705  0.17
C -4.1043 1.9111 2.3854  -0.13
F -5.2820 1.3017 2.4782  0.14
C -3.1828 1.5249 1.4354  -0.23
F -3.5225 0.5188 0.5960  0.05
C 1.0078 2.3504 -0.1356  -0.14
C 1.4162 3.1430 -1.1997  -0.21
F 0.6072 3.3439 -2.2444  0.11
C 2.6595 3.7559 -1.2424  -0.13
F 3.0079 4.4982 -2.2805  0.16
C 3.5420 3.5770 -0.1897  -0.12
F 4.7325 4.1422 -0.2161  0.17
C 3.1696 2.7917 0.8929  -0.14
F 4.0116 2.6037 1.9044  0.14
C 1.9207 2.2051 0.9002  -0.25
F 1.5988 1.4736 1.9846  0.05
C -2.0032 -5.5459 2.3467  -0.35
S -3.5041 -4.7017 1.8330  1.05
C -3.2597 -3.7483 0.4799  -0.90
C -2.0387 -3.4987 -0.3352  -1.14
S -0.5408 -4.0317 -0.0038  0.75
S -2.3064 -2.4472 -1.6740  0.94
C -3.9944 -2.1040 -1.4293  -1.41
S -4.8978 -1.1524 -2.3374  0.83
S -4.6666 -2.9401 -0.0230  1.02
H -2.3428 -6.1035 3.2197  0.06
H -1.2338 -4.8354 2.6263  0.03
H -1.6544 -6.2273 1.5761  0.05

Atoms 1-3, force components in eV/Å:
Pd 0.339 0.279 0.205
N 0.096 -0.028 -0.082
C -0.046 0.024 0.010

---

No. 6
Density functional theory data (the ωB97M-V functional and the def2-TZVPD basis) for a structure of composition C26H16N2O6ReS4.

Properties
* total charge: +2
* spin multiplicity: 4
* total energy: -3231.8408 Ha
* orbital gap (alpha / beta): 6.33 / 5.22 eV

Last column: Löwdin charge in e.
Positions of all 55 atoms, in Å:
Re 0.0243 0.0271 0.0005  1.78
S -2.7083 3.1559 -5.7846  1.10
C -1.6595 4.3228 -6.4338  -0.37
C -0.5750 4.5401 -5.6420  -0.15
C -0.5900 3.7212 -4.4903  -0.10
C -1.6863 2.9025 -4.4269  -0.50
C -2.0308 1.9422 -3.3855  -0.16
C -1.0502 1.5312 -2.4743  0.01
N -1.3024 0.6716 -1.4837  -0.05
C -2.5552 0.1577 -1.3397  -0.14
C -3.5833 0.4864 -2.2088  -0.10
C -4.8738 -0.1148 -1.9837  0.03
C -5.0761 -0.9751 -0.9635  0.03
C -4.0106 -1.3228 -0.0571  -0.10
C -4.1413 -2.2099 1.0205  0.11
C -3.0675 -2.4982 1.8525  -0.16
C -1.8581 -1.8493 1.5741  -0.02
N -1.7154 -0.9957 0.5582  -0.05
C -2.7712 -0.7370 -0.2607  -0.14
C -3.1650 -3.4270 2.9724  -0.49
C -4.1967 -4.2739 3.2700  -0.09
C -3.9701 -5.0358 4.4399  -0.14
C -2.7706 -4.7502 5.0128  -0.37
S -1.9058 -3.5820 4.1349  1.09
C -3.2975 1.3929 -3.2393  0.09
H -1.8946 4.8015 -7.3714  0.09
H 0.1987 5.2551 -5.8763  0.12
H 0.1784 3.7632 -3.7289  0.12
H -0.0351 1.8918 -2.5581  0.12
H -5.6848 0.1403 -2.6534  0.14
H -6.0505 -1.4195 -0.8080  0.14
H -5.1038 -2.6714 1.2032  0.14
H -0.9837 -2.0211 2.1879  0.10
H -5.0935 -4.3691 2.6724  0.12
H -4.6633 -5.7594 4.8411  0.12
H -2.3533 -5.1748 5.9120  0.09
H -4.0905 1.6761 -3.9226  0.12
O 1.9245 3.3939 0.4289  -0.17
S 1.6543 2.0186 0.5475  0.66
O 1.4940 1.2191 -0.7469  -0.41
O 0.2794 1.7090 1.1687  -0.37
C 3.0923 1.1733 1.1766  -0.23
C 4.0684 1.9884 1.7012  -0.01
C 5.3581 1.4810 1.8775  0.00
C 5.6656 0.1940 1.4931  0.00
C 4.6795 -0.6513 0.9778  -0.01
C 3.4008 -0.1713 0.8169  -0.23
S 2.1398 -1.4150 0.6082  0.66
O 1.0829 -0.7981 1.5263  -0.41
O 2.6504 -2.6749 0.9665  -0.16
O 1.3196 -1.4245 -0.6952  -0.37
H 3.8413 3.0204 1.9325  0.14
H 6.1247 2.1197 2.2949  0.13
H 6.6731 -0.1804 1.6127  0.13
H 4.9001 -1.6841 0.7438  0.14

Atoms 1-3, force components in eV/Å:
Re -0.870 -0.095 -0.298
S -0.115 -0.122 -0.129
C -0.096 0.104 -0.104